No. 1
The following is a DFT calculation (ωB97M-V with the def2-TZVPD basis set) of 5 unconnected molecules or ions with the total composition C23H45BBrCl2O7 in a non-equilibrium geometry.

Output
ΔE to the lowest compared entry with this formula, charge and spin: 0.0 kcal/mol
Energy: -4949.39769 Eh
Gap between HOMO and LUMO: 6.898 eV
Net charge: -1

Each line ends with the Mulliken charge.
CARTESIAN COORDINATES (ANGSTROEM)
Br  0.61  0.64  0.46  -0.18
Cl  -5.01  -0.37  -0.89  -0.26
Cl  -2.78  -0.71  1.27  -0.26
O  -3.20  3.43  1.52  -0.90
O  4.00  -0.46  4.79  -0.58
O  -1.53  2.12  2.45  -0.81
O  -3.16  -5.47  -8.11  -0.52
O  -1.83  -2.27  -4.77  -0.59
O  7.15  -4.62  7.21  -0.55
O  -1.59  5.58  3.14  -0.37
C  0.61  3.18  -0.89  -1.27
C  -0.97  3.34  2.06  2.60
C  1.00  2.55  0.44  0.18
C  7.89  -4.19  6.35  0.85
C  -2.81  -2.83  -4.34  0.80
C  -3.27  -2.66  -2.91  -0.93
C  -3.07  0.95  0.66  0.00
C  -1.00  7.46  1.75  -1.16
C  -3.64  -3.72  -5.23  -0.78
C  0.51  3.28  1.68  -1.61
C  -4.32  2.21  -1.07  -1.33
C  -1.04  4.28  3.33  -1.74
C  3.42  -1.18  4.00  0.76
C  8.84  -5.10  5.61  -1.05
C  -1.96  3.85  1.01  -0.52
C  -1.92  -6.14  -10.03  -1.12
C  3.97  -2.55  3.65  -0.88
C  -2.23  -3.67  -9.35  -1.04
C  -0.67  6.62  2.97  -0.13
C  -2.51  -5.13  -9.07  0.85
C  7.91  -2.73  5.97  -1.11
C  -4.44  1.13  -0.01  0.41
C  2.15  -0.77  3.31  -0.79
B  -2.93  2.03  1.91  1.11
H  7.18  -2.18  6.57  0.27
H  -2.70  -3.06  -8.59  0.25
H  -1.61  3.75  4.08  0.43
H  0.31  4.21  -0.70  0.26
H  -3.67  -4.73  -4.82  0.34
H  -4.20  3.15  -0.54  0.21
H  -4.28  -2.24  -2.89  0.22
H  -2.31  -5.96  -11.04  0.32
H  0.90  4.29  1.59  0.25
H  -2.19  -7.14  -9.71  0.30
H  -1.82  3.35  0.05  0.25
H  -0.78  6.90  0.86  0.19
H  3.24  -3.32  3.91  0.33
H  -0.68  7.28  3.84  0.36
H  8.73  -6.12  5.97  0.29
H  0.36  6.26  2.85  0.22
H  -4.66  -3.34  -5.30  0.34
H  -0.37  8.35  1.74  0.43
H  -5.19  2.23  -1.72  0.47
H  -2.03  7.78  1.76  0.28
H  -1.15  -3.49  -9.35  0.31
H  1.03  2.83  2.53  0.27
H  2.08  2.58  0.48  0.47
H  1.86  0.23  3.63  0.21
H  8.90  -2.31  6.15  0.39
H  4.19  -2.60  2.59  0.31
H  -3.28  -3.63  -2.42  0.33
H  -2.63  -3.40  -10.33  0.34
H  -0.84  -6.05  -10.05  0.32
H  -1.97  4.91  0.78  0.01
H  -2.60  -2.00  -2.38  0.28
H  4.89  -2.72  4.22  0.09
H  -3.21  -3.76  -6.22  -0.02
H  -3.69  1.66  2.80  -0.36
H  9.87  -4.77  5.76  0.31
H  2.31  -0.75  2.23  0.18
H  -3.43  2.05  -1.67  0.29
H  7.66  -2.61  4.92  0.29
H  -0.25  2.69  -1.32  0.28
H  1.44  3.18  -1.59  0.38
H  1.35  -1.47  3.54  0.34
H  -5.19  1.39  0.72  0.24
H  -2.32  1.14  -0.08  -0.14
H  8.62  -5.07  4.54  0.30
H  -0.03  4.38  3.74  0.52

---

No. 2
The following is a DFT calculation (ωB97M-V with the def2-TZVPD basis set) of a molecular structure, C23H45BrCl20FNNb in a non-equilibrium geometry.

Output
Energy: -12892.49197 Eh
Gap between HOMO and LUMO: 6.344 eV
Net charge: -1

Each line ends with the Mulliken charge.
CARTESIAN COORDINATES (ANGSTROEM)
Nb  -1.83  0.15  2.41  -1.00
Br  0.05  -0.27  -1.12  -0.24
Cl  1.42  -1.54  7.82  -0.20
Cl  -0.47  -4.12  -10.23  -0.18
Cl  3.70  -5.73  0.45  -0.12
Cl  0.94  -2.57  5.12  -0.11
Cl  3.80  -3.04  -2.38  -0.06
Cl  -7.83  3.34  -0.79  -0.14
Cl  8.29  -3.56  0.77  -0.15
Cl  -0.17  8.97  4.89  -0.16
Cl  1.09  -3.04  -8.00  -0.07
Cl  -0.33  6.79  6.84  -0.11
Cl  1.61  -6.36  -1.51  -0.15
Cl  3.97  -3.90  -5.18  -0.19
Cl  10.16  -3.63  -1.47  -0.17
Cl  -0.80  1.81  -3.81  -0.16
Cl  -8.73  0.66  -0.03  -0.14
Cl  6.26  -0.96  -2.94  -0.06
Cl  1.31  3.60  -7.55  -0.15
Cl  0.44  -0.63  -4.81  0.01
Cl  3.93  -0.01  -4.44  -0.02
Cl  0.91  0.77  -8.15  -0.09
F  -2.74  -1.94  5.42  -0.28
N  -5.23  0.16  -0.38  -0.83
C  0.11  4.13  6.11  -0.38
C  0.66  3.75  3.51  -0.54
C  0.57  -1.22  0.52  0.24
C  3.19  -6.81  -0.86  -0.28
C  0.26  -2.68  -9.52  -0.29
C  8.80  -2.78  -0.73  0.11
C  5.64  0.22  -4.11  -0.50
C  1.84  -0.62  1.18  -1.14
C  -0.36  1.84  2.04  -0.67
C  -3.04  0.58  0.48  -0.65
C  1.98  2.17  -8.34  -0.29
C  -8.98  2.04  -1.10  -0.25
C  -3.68  -1.27  4.61  -0.24
C  0.28  -2.37  6.74  -0.14
C  -4.54  0.64  0.59  0.78
C  2.90  -3.43  -3.84  0.58
C  0.60  2.21  3.22  -0.34
C  -5.27  1.29  1.76  -1.17
C  -0.82  0.58  -5.07  -0.34
C  -0.57  -1.51  1.50  -1.24
C  0.34  3.98  4.94  -0.31
C  -0.55  8.52  6.56  -0.30
C  -3.29  -1.46  3.13  -1.02
H  -0.62  -1.77  6.66  0.11
H  2.09  2.37  -9.40  0.30
H  -4.70  2.05  2.28  0.33
H  0.22  1.75  1.12  0.28
H  -5.58  0.49  2.45  0.17
H  -8.85  1.70  -2.13  0.24
H  3.14  -7.82  -0.47  0.32
H  -1.00  2.73  1.91  0.54
H  5.79  1.22  -3.70  0.31
H  -1.00  -0.10  4.03  0.13
H  2.93  1.93  -7.89  0.24
H  1.67  4.12  3.35  0.27
H  0.38  1.66  4.13  0.27
H  2.34  -2.55  -4.15  -0.53
H  -2.79  -2.44  3.11  0.40
H  -3.60  -0.21  4.87  0.16
H  -9.98  2.41  -0.95  0.29
H  1.61  1.92  2.91  0.23
H  9.11  -1.76  -0.50  0.27
H  -1.27  -2.20  1.00  0.56
H  7.97  -2.77  -1.42  -0.06
H  -1.58  8.79  6.76  0.27
H  0.06  -3.34  7.15  0.33
H  -6.19  1.76  1.38  0.38
H  0.11  9.08  7.22  0.27
H  -2.68  1.52  0.05  0.40
H  6.19  0.11  -5.03  0.28
H  -6.23  0.27  -0.16  0.21
H  2.22  -4.25  -3.63  0.24
H  -2.82  -0.29  -0.16  0.38
H  -1.78  0.07  -5.05  0.31
H  2.68  -1.30  1.10  0.36
H  -4.66  -1.68  4.86  0.27
H  0.90  -2.19  0.14  0.45
H  -4.18  -1.55  2.49  0.51
H  -0.02  4.31  2.87  0.33
H  1.61  -0.54  2.25  0.25
H  -0.13  -2.10  2.31  0.41
H  0.98  -2.27  -10.22  0.29
H  -0.66  1.05  -6.03  0.14
H  -2.92  1.36  3.23  -0.05
H  2.07  0.38  0.83  0.31
H  -0.53  -1.95  -9.32  0.23
H  -0.04  4.03  7.16  0.56
H  3.92  -6.75  -1.66  0.22

---

No. 3
The following is a DFT calculation (ωB97M-V with the def2-TZVPD basis set) of a molecular structure, C23H45CeCl2N5O4P in a non-equilibrium geometry.

Output
Energy: -3215.10666 Eh
2S+1: 2
Gap between HOMO and LUMO (alpha / beta): 5.178 / 5.163 eV
Net charge: 0

Each line ends with the Mulliken charge.
CARTESIAN COORDINATES (ANGSTROEM)
Ce  -0.55  0.08  -0.80  0.63
Cl  -0.76  2.65  -0.44  -0.61
Cl  -0.28  -1.00  -3.15  -0.58
P  1.54  0.24  2.33  -0.28
O  1.10  0.09  0.89  -0.46
O  -2.01  -0.20  1.25  -0.40
O  0.99  1.81  -3.46  -0.49
O  -0.24  -2.34  -0.32  -0.25
N  0.34  -4.42  -1.06  0.29
N  0.41  1.12  3.21  0.73
N  3.00  1.02  2.35  0.31
N  1.70  -1.22  3.09  0.46
N  -3.48  0.10  2.99  0.29
C  -2.87  0.50  1.87  0.01
C  1.28  -5.28  -1.77  -0.89
C  2.15  -1.43  4.47  -1.45
C  -4.45  0.95  3.67  -0.92
C  1.42  -2.47  2.39  -0.93
C  2.10  3.50  -7.91  -0.39
C  -3.11  0.94  -3.19  -1.12
C  0.06  0.75  4.57  -0.89
C  2.64  4.84  -5.98  -0.38
C  0.38  2.58  3.02  -0.73
C  -3.15  -1.16  3.66  -0.90
C  1.15  1.60  -4.67  0.04
C  2.44  4.74  -7.36  -0.39
C  -4.83  -1.14  -1.47  -1.35
C  0.48  -3.10  -1.03  -0.09
C  -3.32  -0.95  -1.49  -0.04
C  1.81  2.56  -5.66  0.28
C  -2.69  0.04  -2.09  0.77
C  3.93  0.92  3.45  -0.97
C  1.81  2.41  -7.07  -0.38
C  2.38  3.74  -5.15  -0.39
C  3.52  1.70  1.17  -0.91
C  -0.81  -5.05  -0.40  -0.92
H  -2.56  0.71  -4.12  0.14
H  -3.13  1.50  1.50  0.35
H  -2.79  -0.97  4.69  0.33
H  1.35  -1.92  5.05  0.43
H  3.02  -2.10  4.48  0.41
H  -1.51  -4.26  -0.11  0.16
H  -0.39  2.99  3.70  0.37
H  3.58  1.44  4.35  0.25
H  -2.39  -1.68  3.08  0.12
H  1.36  3.03  3.29  0.23
H  -4.07  1.30  4.64  0.31
H  -2.77  -1.75  -0.97  0.03
H  4.62  1.65  1.22  0.38
H  2.04  -4.67  -2.26  0.30
H  0.11  2.84  1.98  0.06
H  2.15  -2.63  1.57  0.24
H  -2.91  1.99  -2.93  0.19
H  -4.05  -1.79  3.76  0.35
H  2.04  3.39  -8.99  0.33
H  3.21  2.75  1.14  0.27
H  1.77  -5.98  -1.07  0.32
H  1.25  -2.67  -1.70  0.42
H  -5.10  -2.19  -1.58  0.31
H  -0.48  -5.62  0.48  0.30
H  1.55  1.45  -7.52  0.36
H  -4.19  0.85  -3.42  0.41
H  -5.31  -0.57  -2.27  0.32
H  0.77  -5.90  -2.52  0.30
H  0.91  0.91  5.26  0.26
H  -5.25  -0.79  -0.52  0.18
H  3.18  1.21  0.24  0.22
H  4.15  -0.11  3.72  0.25
H  2.60  5.59  -8.03  0.36
H  2.43  -0.52  5.00  0.49
H  2.97  5.79  -5.56  0.34
H  -0.27  -0.29  4.63  0.12
H  -0.76  1.39  4.92  0.41
H  0.41  -2.46  1.97  0.08
H  -1.29  -5.76  -1.09  0.36
H  4.87  1.38  3.15  0.42
H  2.55  3.83  -4.07  0.37
H  -4.68  1.81  3.05  0.31
H  -5.38  0.39  3.89  0.31
H  1.52  -3.29  3.11  0.53
H  0.77  0.64  -5.07  0.31